ORCA calculation (ωB97M-V with the def2-TZVPD basis set) on C27H15F10InN4O5S4 as an isolated structure.

## Properties
gap between HOMO and LUMO = 5.978 eV
total charge = -2
molar mass = 908.51 Da
energy above the lowest of the compared OMol25 structures with the same formula, charge and spin = 17.06 kcal/mol
HOMO energy = -1.80 eV

Geometry (Å):
In -0.057 -0.581 0.183
C -2.919 -2.109 -0.201
N -2.539 -0.739 0.085
C -2.976 -0.372 1.416
C -2.388 0.944 1.927
N -0.995 1.115 1.608
C -0.335 2.078 2.218
C -0.836 3.032 3.163
F -2.162 3.104 3.495
C -0.040 3.971 3.791
F -0.601 4.815 4.691
C 1.317 4.077 3.528
F 2.088 5.000 4.161
C 1.847 3.217 2.570
F 3.150 3.296 2.247
C 1.049 2.288 1.950
F 1.631 1.521 1.001
C -3.030 0.174 -0.930
C -2.033 0.244 -2.083
N -0.788 0.815 -1.655
C -0.534 2.089 -1.874
C -1.446 3.118 -2.264
F -2.797 2.910 -2.236
C -1.046 4.381 -2.652
F -1.978 5.280 -3.052
C 0.289 4.750 -2.629
F 0.678 5.990 -3.024
C 1.218 3.810 -2.183
F 2.522 4.149 -2.152
C 0.817 2.546 -1.825
F 1.760 1.654 -1.466
H -4.013 -2.228 -0.179
H -2.474 -2.753 0.550
H -2.532 -2.406 -1.173
H -2.632 -1.158 2.084
H -4.079 -0.304 1.466
H -2.530 0.928 3.015
H -2.971 1.792 1.533
H -3.109 1.173 -0.501
H -4.031 -0.124 -1.286
H -2.469 0.803 -2.918
H -1.799 -0.765 -2.432
O 0.940 -3.841 -3.587
C 0.189 -3.375 -2.560
O -0.811 -2.722 -2.770
C 0.635 -3.867 -1.242
C 1.670 -4.795 -1.137
C 2.015 -5.254 0.121
C 1.312 -4.792 1.219
C 0.313 -3.840 1.019
N -0.030 -3.404 -0.180
C -0.444 -3.244 2.215
O -0.665 -3.990 3.167
O -0.796 -2.046 2.093
H 0.666 -3.388 -4.398
H 2.194 -5.119 -2.022
H 2.827 -5.960 0.239
H 1.530 -5.127 2.221
O 6.886 -0.240 -0.530
C 5.704 -0.448 -0.430
S 4.620 -0.660 -1.808
C 3.153 -1.050 -0.906
C 3.269 -1.040 0.447
S 2.031 -1.415 1.562
S 4.850 -0.606 1.099
S 1.717 -1.305 -1.801